[1]
{"formula": "C31H43N6PSTc", "method": "wB97M-V/def2-TZVPD", "homo_energy_ev": [-19.002, -19.348], "spin_multiplicity": 4, "orbital_gap_ev": [7.810, 4.549], "total_charge": 4, "elements": ["Tc", "N", "C", "C", "C", "C", "C", "C", "N", "C", "C", "C", "S", "C", "N", "H", "H", "H", "H", "H", "H", "H", "C", "C", "N", "C", "N", "C", "C", "C", "N", "C", "H", "H", "H", "H", "H", "H", "H", "H", "H", "H", "H", "H", "H", "C", "C", "C", "C", "P", "C", "C", "C", "C", "C", "C", "C", "C", "C", "C", "H", "H", "H", "H", "H", "H", "H", "H", "H", "H", "H", "H", "H", "H", "H", "H", "H", "H", "H", "H", "H", "H", "H"], "xyz": [[-0.114, -0.080, -0.515], [1.947, 2.748, -1.469], [3.027, 2.126, -0.946], [4.379, 2.199, -1.301], [5.233, 1.414, -0.572], [4.771, 0.565, 0.489], [3.447, 0.479, 0.828], [2.547, 1.280, 0.110], [1.193, 1.401, 0.226], [0.800, 2.557, -0.580], [-1.587, 2.189, -0.382], [-2.610, 3.037, -0.104], [-3.595, 2.360, 1.119], [-2.608, 0.997, 1.203], [-1.609, 1.030, 0.351], [2.018, 3.480, -2.156], [4.733, 2.847, -2.091], [6.295, 1.441, -0.783], [5.508, 0.003, 1.048], [3.110, -0.124, 1.659], [-2.862, 3.991, -0.530], [-2.796, 0.188, 1.892], [-0.301, 5.837, 1.965], [0.732, 4.866, 2.500], [0.816, 3.733, 1.558], [0.610, 3.849, 0.267], [-0.461, 2.195, -1.282], [-0.684, 2.886, -2.585], [-0.870, 4.399, -2.518], [0.185, 5.203, -1.771], [0.254, 4.982, -0.304], [0.014, 6.199, 0.529], [-0.304, 6.744, 2.568], [-1.297, 5.397, 2.037], [0.454, 4.466, 3.472], [1.720, 5.320, 2.586], [1.026, 2.801, 1.888], [-1.562, 2.420, -3.028], [0.157, 2.621, -3.225], [-1.854, 4.661, -2.134], [-0.870, 4.761, -3.549], [-0.045, 6.261, -1.885], [1.182, 5.109, -2.204], [-0.820, 6.727, 0.069], [0.898, 6.835, 0.451], [-2.768, -2.601, 0.374], [-1.540, -2.885, -0.503], [-1.583, -4.333, -0.990], [-1.543, -1.925, -1.707], [-0.002, -2.315, 0.374], [1.318, -3.162, -0.629], [2.081, -2.398, -1.526], [2.996, -2.996, -2.353], [3.207, -4.428, -2.287], [2.485, -5.210, -1.381], [1.569, -4.598, -0.570], [0.259, -2.885, 2.115], [-0.372, -4.240, 2.465], [-0.365, -1.798, 3.007], [1.774, -2.936, 2.366], [-3.656, -2.563, -0.260], [-2.699, -1.651, 0.906], [-2.928, -3.387, 1.108], [-2.553, -4.525, -1.453], [-1.481, -5.038, -0.164], [-0.825, -4.546, -1.747], [-2.468, -2.025, -2.283], [-0.717, -2.087, -2.404], [-1.644, -0.830, -1.435], [1.972, -1.313, -1.579], [3.580, -2.427, -3.066], [3.938, -4.882, -2.946], [2.658, -6.277, -1.335], [1.000, -5.187, 0.133], [-1.455, -4.236, 2.367], [-0.144, -4.456, 3.510], [0.025, -5.070, 1.885], [-1.453, -1.771, 2.917], [0.036, -0.805, 2.790], [-0.134, -2.027, 4.048], [2.239, -3.813, 1.910], [1.953, -3.007, 3.439], [2.290, -2.046, 2.003]], "mulliken_spin": [1.04, 0.17, 0.19, -0.04, 0.13, 0.14, -0.06, 0.23, 0.25, 0.00, 0.02, 0.00, 0.01, 0.02, -0.05, -0.02, 0.00, 0.00, 0.00, -0.01, 0.00, 0.00, 0.00, 0.00, 0.00, 0.01, -0.05, -0.01, 0.00, 0.00, 0.01, 0.00, 0.00, 0.00, 0.00, 0.00, 0.01, 0.00, 0.01, 0.00, 0.00, 0.00, 0.00, 0.00, 0.00, 0.00, -0.01, 0.01, 0.04, 0.06, 0.20, -0.01, 0.26, 0.25, 0.01, 0.12, -0.02, 0.00, 0.01, 0.05, 0.00, 0.00, 0.00, 0.00, 0.00, 0.00, 0.00, -0.01, 0.01, 0.02, 0.00, -0.01, 0.01, 0.01, 0.00, 0.00, 0.00, 0.00, 0.00, 0.00, -0.01, 0.00, -0.03]}

=====

[2]
{"formula": "C31H44Br2N13", "method": "wB97M-V/def2-TZVPD", "homo_energy_ev": -11.616, "orbital_gap_ev": 6.822, "total_charge": 1, "elements": ["C", "C", "C", "C", "C", "N", "N", "C", "C", "Br", "C", "C", "Br", "H", "H", "H", "H", "H", "H", "H", "H", "H", "H", "H", "C", "C", "N", "H", "H", "H", "C", "C", "N", "H", "H", "H", "C", "C", "N", "H", "H", "H", "C", "C", "N", "H", "H", "H", "C", "C", "N", "H", "H", "H", "C", "C", "N", "H", "H", "H", "C", "C", "N", "H", "H", "H", "C", "C", "N", "H", "H", "H", "C", "C", "N", "H", "H", "H", "C", "C", "N", "H", "H", "H", "C", "C", "N", "H", "H", "H"], "xyz": [[0.778, 3.447, 1.399], [0.568, 2.730, 0.077], [-0.725, 1.736, -0.007], [-2.259, 2.231, -0.205], [-3.332, 1.054, -0.293], [-3.195, -0.397, -0.187], [-1.892, -0.701, -0.031], [-0.699, 0.133, 0.042], [0.786, -0.594, 0.188], [1.891, -0.439, -1.499], [1.602, -0.153, 1.552], [3.062, 0.556, 1.264], [1.952, -1.670, 2.828], [1.795, 3.474, 1.978], [-0.172, 3.990, 1.841], [1.320, 2.975, -0.794], [-2.587, 3.351, -0.283], [-4.460, 1.409, -0.477], [-1.724, -1.752, 0.050], [0.574, -1.763, 0.309], [0.885, 0.610, 2.121], [3.522, 1.002, 2.260], [3.030, 1.433, 0.483], [3.765, -0.287, 0.824], [-3.469, -1.814, -3.077], [-4.020, -2.264, -4.420], [-4.477, -2.637, -5.535], [-2.799, -0.961, -3.216], [-4.290, -1.519, -2.417], [-2.913, -2.631, -2.610], [-4.565, -2.028, -9.258], [-3.847, -1.079, -10.204], [-3.251, -0.292, -10.989], [-4.054, -2.048, -8.291], [-5.596, -1.697, -9.109], [-4.572, -3.038, -9.678], [-0.868, -1.579, 5.869], [-0.784, -0.427, 4.881], [-0.714, 0.529, 4.062], [-1.523, -1.309, 6.702], [-1.270, -2.467, 5.373], [0.127, -1.809, 6.259], [1.248, 7.558, 3.567], [1.828, 6.152, 3.546], [2.308, 4.987, 3.530], [0.161, 7.514, 3.460], [1.494, 8.049, 4.512], [1.664, 8.144, 2.742], [-0.272, -4.650, -3.053], [-0.401, -4.106, -1.640], [-0.509, -3.654, -0.467], [-0.380, -5.738, -3.045], [-1.048, -4.220, -3.691], [0.709, -4.393, -3.463], [-0.238, -0.113, 9.745], [-0.697, -1.552, 9.575], [-1.078, -2.746, 9.433], [-1.075, 0.508, 10.077], [0.561, -0.062, 10.490], [0.137, 0.274, 8.793], [-0.249, -4.619, -7.628], [0.823, -4.651, -6.551], [1.712, -4.677, -5.657], [0.124, -4.089, -8.509], [-0.521, -5.639, -7.914], [-1.139, -4.105, -7.254], [3.514, -2.548, 8.651], [2.857, -1.835, 9.822], [2.312, -1.244, 10.793], [4.520, -2.872, 8.930], [2.923, -3.424, 8.369], [3.581, -1.873, 7.794], [-1.668, -0.622, -6.988], [-0.845, -1.324, -8.056], [-0.162, -1.907, -8.942], [-1.728, 0.447, -7.207], [-2.679, -1.038, -6.964], [-1.203, -0.760, -6.009], [-2.155, 6.497, -1.508], [-1.083, 6.465, -0.430], [-0.194, 6.438, 0.463], [-1.782, 7.026, -2.389], [-2.426, 5.477, -1.794], [-3.045, 7.010, -1.133], [7.368, 0.731, 1.033], [6.553, -0.117, 1.997], [5.877, -0.820, 2.796], [8.269, 1.099, 1.532], [7.661, 0.132, 0.166], [6.775, 1.584, 0.693]], "lowdin_charge": [0.03, -0.13, -0.03, 0.08, -0.04, 0.07, 0.02, -0.05, -0.60, 0.66, -0.71, -0.23, 0.63, 0.05, 0.08, 0.12, 0.11, 0.14, 0.14, 0.05, 0.06, 0.10, 0.05, 0.06, -0.09, -0.19, 0.11, 0.07, 0.07, 0.05, -0.08, -0.22, 0.09, 0.02, 0.08, 0.08, -0.08, -0.21, 0.08, 0.07, 0.08, 0.07, -0.08, -0.18, 0.08, 0.07, 0.08, 0.08, -0.06, -0.15, 0.09, 0.09, 0.07, 0.05, -0.10, -0.23, 0.09, 0.08, 0.02, 0.07, -0.09, -0.18, 0.09, 0.04, 0.08, 0.06, -0.07, -0.17, 0.10, 0.08, 0.08, 0.07, -0.07, -0.18, 0.12, 0.08, 0.03, 0.07, -0.07, -0.18, 0.11, 0.08, 0.06, 0.08, -0.07, -0.21, 0.10, 0.08, 0.08, 0.07]}

=====

| no. | largest force on an atom (eV/A) |
| --- | --- |
| 1 | 0.52 |
| 2 | 10.30 |